(1)
10 unconnected molecules or ions with the total composition C47H68F27N2O26PS2 in a non-equilibrium geometry, computed with ωB97M-V with the def2-TZVPD basis set.

Geometry (Å):
S 0.42445 3.61146 3.66400
S -1.45568 6.78299 -0.57098
P 0.97225 5.22187 2.65667
F -1.62839 -8.42273 7.52494
F -7.66190 -2.68315 -3.40026
F 6.01399 9.22396 0.64917
F 2.98818 -2.05307 -6.57551
F -3.66602 -8.81329 6.85884
F 0.82346 -1.78849 -6.53818
F 4.15520 1.48156 -0.12184
F -9.18692 -13.58541 2.82103
F -5.52482 -2.94026 -3.05370
F -7.05042 -13.97488 2.64252
F 3.62055 -0.48120 -0.90278
F -4.18743 -7.01660 0.66603
F 9.35245 0.09480 -9.79704
F 5.04731 0.76903 -1.97919
F -4.48933 -7.31380 2.80564
F -0.25464 -2.10026 2.79545
F 5.60182 8.90174 -1.46830
F 3.97636 8.83340 -0.01691
F -0.86071 -0.22798 1.85705
F -5.09540 -5.44152 1.86724
F -7.92668 -12.23291 1.66522
F -6.21812 -1.79026 -4.76980
F 9.46848 1.85848 -8.51900
F 10.24817 -0.05049 -7.81464
F -2.04056 -8.74494 5.40746
F 0.04726 -1.80306 0.65584
F 2.09653 -0.23431 -7.38198
O -7.18096 0.22855 -3.22081
O 6.09898 11.66651 -0.54611
O -1.54340 -5.98018 6.32965
O 3.81376 11.54637 -0.70480
O 2.69226 5.05323 2.39972
O 0.70425 6.56726 3.77386
O -6.37531 -11.81050 4.14641
O -0.03951 6.24863 -1.42585
O -0.95080 6.61398 1.08478
O 6.88627 1.00492 -8.44384
O 6.45838 0.29181 0.94574
O -2.09896 -3.45371 0.92244
O -3.82862 -6.10032 6.17096
O -3.28351 -1.61947 1.62544
O -2.76590 6.04234 -0.96298
O 1.72956 4.66623 -0.48196
O 4.54137 5.20813 -0.80731
O -7.51820 -6.83301 1.63563
O 7.61486 -0.73519 -7.13884
O -1.75315 8.32358 -0.73231
O -5.92928 -0.63845 -1.50517
O -6.33365 -8.66725 0.93263
O 6.08996 -1.51526 -0.41829
O 1.71004 -1.35149 -4.00342
O -8.55761 -11.75710 4.85107
O 2.54928 0.64525 -4.75876
N -3.09159 4.51547 1.70892
N 1.37111 8.40965 0.19320
C 7.84894 0.17518 -7.92938
C -7.70441 -12.13362 4.05182
C -0.71690 4.01895 0.53106
C 4.66841 0.37563 -0.72892
C -2.21061 -2.17656 1.40855
C 5.53985 0.75598 -8.01048
C -7.29392 1.46692 -2.50226
C 1.66739 8.77269 1.63092
C -7.56745 -9.35828 0.68192
C -8.14837 -8.94571 -0.65732
C -6.04741 2.31040 -2.69200
C 0.87067 5.85008 -0.34150
C -5.06641 -6.79099 1.68530
C 0.62514 0.00704 -2.30752
C -6.46322 -0.76364 -2.60415
C 2.00596 -1.13079 -6.36064
C -6.46229 -2.03506 -3.44963
C -2.74134 -6.64709 6.33646
C 6.25327 5.04508 1.16168
C -2.52438 -8.14556 6.53359
C -5.84845 -11.80619 6.51729
C 5.82262 -0.25377 0.04760
C 1.81083 -0.87400 -2.65268
C -6.00470 -10.97765 5.25621
C -0.83172 -1.57745 1.67511
C 1.96056 7.06614 -0.20441
C 2.24491 4.49694 -1.84778
C 5.90314 4.78196 -0.44434
C 5.68438 13.81042 0.51711
C 9.22087 0.51649 -8.50616
C -1.95800 -3.83626 7.39286
C 5.11799 9.50113 -0.34217
C -3.91368 -3.73216 -0.66751
C 4.90104 10.99960 -0.53930
C 2.11993 -0.48353 -4.98246
C 5.29161 1.38211 -6.65122
C 6.75415 -2.82333 1.51729
C -2.12832 3.64073 1.27145
C 7.18842 -2.19949 0.20448
C -0.03148 5.43026 1.00347
C -7.96788 -12.97814 2.80735
C 6.03214 13.08383 -0.76834
C -2.43914 2.01210 1.48034
C -1.61024 -4.56286 6.10742
C -6.44530 -7.39010 1.41874
C 3.87796 4.18244 -1.67784
C -3.33276 -4.14474 0.67173
H -2.31655 -4.32666 5.30324
H -2.31472 1.54899 0.38685
H -5.14176 -12.62584 6.35314
H 2.41567 7.22850 -1.29599
H -1.25448 -4.10386 8.18762
H 5.88665 -3.47331 1.36518
H 5.92224 0.92326 -5.88450
H -7.33342 -10.42795 0.66666
H 2.02933 9.90529 1.64786
H 1.75749 3.56972 -2.37434
H -3.87516 3.97659 2.14998
H -9.04454 -9.52940 -0.88625
H -7.50420 1.28529 -1.44199
H -7.41465 -9.09345 -1.45606
H 6.38790 13.54282 1.31186
H 7.35984 5.46273 1.28378
H -4.80985 -4.31585 -0.89644
H 4.87864 1.21558 -8.75261
H -0.31430 -0.52192 -2.49679
H -8.27849 -9.19708 1.50034
H 1.14690 6.22621 4.62935
H -5.16913 1.81781 -2.26528
H 6.67518 5.43048 -1.08303
H -3.09873 -5.21440 0.65647
H -3.17996 -3.87990 -1.46626
H -6.79930 -12.25914 6.81197
H 2.76296 -0.35534 -2.49198
H -6.72618 -10.16368 5.39153
H -8.16032 1.99426 -2.91512
H -4.04380 -3.98353 1.49015
H 5.32258 -0.31835 -8.00882
H -1.71170 1.50446 2.25126
H 1.90837 9.10823 -0.40386
H 8.04290 -1.52603 0.33756
H -1.93022 -2.75305 7.24426
H 5.53633 2.44886 -6.66937
H 2.18375 5.44638 -2.52845
H -6.16444 3.28640 -2.21249
H 5.54015 5.81860 1.67460
H -4.18053 -2.67156 -0.67179
H 6.24189 4.02876 1.78424
H 1.81326 -1.75667 -2.00455
H 0.65862 0.30564 -1.25589
H 7.50505 -2.98593 -0.48865
H 4.42276 4.08614 -2.72544
H 5.71216 14.89364 0.36850
H 2.48072 8.11486 2.15525
H 0.04626 3.14462 0.80604
H -0.90156 3.91960 -0.62699
H -2.95620 -4.11229 7.74431
H 7.02399 13.39745 -1.11048
H -5.48840 -11.18745 7.34418
H 2.90512 6.79735 0.47158
H -0.61839 -4.24923 5.76528
H 3.91792 3.14792 -1.08665
H 4.68618 13.53440 0.86855
H 5.32583 13.32003 -1.57252
H 7.56653 -3.41191 1.95298
H 0.61229 0.91035 -2.92394
H 6.45600 -2.05714 2.23851
H 2.90484 4.14138 2.00809
H 6.10345 3.64036 -0.63386
H -8.41522 -7.88510 -0.66160
H 4.24522 1.26304 -6.35608
H -5.84348 2.46008 -3.75698
H 0.66791 8.68318 2.24629
H -3.56860 1.80723 1.76984
H -5.04547 -10.51626 4.99894

Its SMILES is [H]/N=C(\C)C[C@]1(P(O)(O)=S)OS(=O)(=O)O[C@]1(CNC)OCCOCC.CCOC(=O)C(F)(F)F.CCOC(=O)C(F)(F)F.CCOC(=O)C(F)(F)F.CCOC(=O)C(F)(F)F.CCOC(=O)C(F)(F)F.CCOC(=O)C(F)(F)F.CCOC(=O)C(F)(F)F.CCOC(=O)C(F)(F)F.CCOC(=O)C(F)(F)F. Its spin multiplicity is 1. The calculated total energy comes out at -7731.3340 hartree. The calculation puts the largest force on an atom at 0.1676 hartree/bohr. For the LUMO energy, the calculation gives -0.05 eV. As for the HOMO-LUMO gap: 8.81 eV.

Atom charges from the Mulliken analysis, given in e for atoms 1 to 6: -0.368, 1.268, 0.804, -0.251, -0.266, -0.280


(2)
12 unconnected molecules or ions with the total composition C47H70O36 in a non-equilibrium geometry, computed with ωB97M-V with the def2-TZVPD basis set.

Geometry (Å):
O -1.34830 -6.39497 6.07570
O 7.75634 -9.98142 7.33387
O 6.18959 -9.47510 -7.89099
O 0.08081 -3.82212 -5.64370
O 0.94636 -16.65683 -6.14602
O -7.63377 -5.82799 -4.49470
O -0.18785 -9.38453 0.83289
O -7.70500 -7.55448 -3.10875
O 4.19118 -9.11095 -6.83547
O -1.94961 -20.49855 1.29778
O -3.17382 -19.49317 -0.27750
O -5.76258 -6.58552 1.67623
O -8.21473 -12.71463 -1.03270
O 10.88776 -10.69608 0.27862
O -6.16145 -4.35181 1.61208
O 2.03927 -16.37340 4.42539
O 4.81175 -11.11699 -7.50667
O -0.16656 -16.71932 4.23980
O -0.49085 -14.85919 -6.26386
O 5.55385 -10.02838 7.47981
O 0.73119 -3.41077 -3.48257
O -5.80883 -7.12942 -4.11539
O 0.52185 -15.88074 6.11393
O -1.41771 -11.22315 0.56629
O 10.38564 -12.60166 1.46077
O 6.78496 -8.67135 8.85183
O -4.14800 -20.07879 1.55318
O -0.74462 -9.93039 -1.17718
O -4.51074 -5.12722 0.46915
O -7.24773 -13.86789 -2.73401
O 1.88209 -2.59797 -5.26698
O -0.91475 -4.13886 5.64222
O 0.49962 -5.50249 6.93420
O -9.37888 -13.08676 -3.02636
O 8.96401 -11.41055 0.11967
O 0.09168 -15.78623 -8.08220
C 5.92417 -11.76122 -8.03503
C 3.25150 -3.13966 -7.15116
C -8.97101 -5.74886 -3.94322
C 8.32588 -10.69755 -8.26894
C -1.37724 -18.12393 -1.18928
C 1.69255 -7.98947 0.12414
C -0.83424 -10.28479 0.08837
C -1.82512 -19.48598 -0.69573
C -3.11792 -20.04091 0.93791
C 9.17225 -10.79919 -1.09263
C -5.81434 -3.26474 0.77595
C 10.12553 -11.68590 0.68966
C -0.08847 -8.74062 -1.35300
C 1.14221 -6.97540 8.60434
C -0.74614 -7.44532 6.86190
C -4.52560 -3.73483 0.13574
C 0.92135 -16.35877 4.95155
C 6.69658 -9.47174 7.97759
C 0.20128 -8.22865 0.05286
C -0.95036 -12.77875 -6.98539
C -0.85916 -16.03521 6.29042
C -6.90356 -12.97313 -0.57418
C 0.59110 -6.85822 7.21960
C -6.43563 -13.98012 -1.63095
C -7.07309 -13.46965 0.76396
C 0.29331 -15.78552 -6.79159
C -6.97205 -6.82518 -3.91436
C 0.85544 -3.26069 -4.74671
C -5.49846 -5.43387 1.33775
C 1.89172 -2.71083 -6.71152
C 4.88991 -11.32428 5.54086
C 4.99488 -9.83181 -7.38534
C 0.70942 -3.58575 -6.95969
C -8.41852 -13.26154 -2.29781
C 6.84452 -10.57653 -8.51090
C -0.98450 -20.30093 0.34613
C -5.75933 -2.06087 1.68826
C -0.73760 -14.71976 -8.51478
C -1.23847 -14.22596 -7.20950
C 10.48637 -10.02480 -0.90574
C -0.58787 -5.27104 6.06000
C 5.88742 -11.17094 6.71278
C -9.91841 -5.81241 -5.17968
C 11.51264 -10.29305 -1.97931
C -1.30999 -16.41496 4.93497
C 7.37518 -10.90388 6.41011
C -9.06059 -6.91957 -2.89835
H -0.16860 -19.71368 0.76747
H -10.01191 -6.82702 -5.56688
H -5.02680 -2.24084 2.47510
H 6.44130 -12.34261 -7.27171
H 3.77892 -3.80180 -6.46450
H -6.33586 -12.05561 -0.41936
H 8.51117 -11.07306 -7.26258
H -7.72721 -14.33495 0.87109
H 12.51771 -10.08293 -1.61357
H -1.99360 -17.72107 -1.99296
H 0.78856 -8.96469 -1.96020
H -9.05314 -4.80484 -3.40454
H 5.83127 -12.10026 7.27961
H -1.32785 -7.77164 7.72401
H 9.17304 -11.34257 -2.03753
H 4.50622 -10.41135 5.08541
H -6.53753 -3.01983 -0.00195
H -5.52038 -1.13514 1.16478
H -1.93777 -17.30329 5.00467
H -1.31840 -17.36494 -0.40917
H -2.22263 -14.64468 -6.99926
H -3.83764 -3.02003 0.58727
H -0.36050 -18.20503 -1.57367
H -7.35570 -12.72271 1.50579
H -6.65827 -1.89936 2.28318
H 8.80583 -11.25386 -9.07409
H 0.04055 -3.11735 -7.68171
H -0.93771 -16.82943 7.03280
H 6.67037 -10.46037 -9.58061
H -1.47086 -15.15881 6.50455
H 2.02104 -7.03241 -0.28112
H -0.23831 -7.27211 0.33551
H -9.79031 -5.04467 -5.94275
H -0.66676 -8.06292 -1.98103
H 3.82374 -2.26830 -7.46955
H 5.65421 -12.27357 -8.95846
H 8.07895 -11.73218 6.32803
H -6.13576 -13.83518 1.18336
H -9.86513 -7.60364 -3.16833
H 7.47183 -10.33361 5.48623
H 1.76641 -1.71432 -7.13505
H 3.17530 -3.54545 -8.15993
H -4.53794 -3.61766 -0.94788
H -0.58909 -21.24174 -0.03678
H 1.97157 -7.94220 1.17677
H -1.43353 -12.52735 -6.04123
H -10.91832 -5.53112 -4.84928
H -0.67421 -8.39024 6.32334
H 1.28292 -7.10206 6.41336
H 8.77229 -9.70374 -8.30309
H 11.50456 -11.33429 -2.30156
H -1.87501 -15.60965 4.46558
H 0.37349 -6.70038 9.32651
H 5.22111 -11.97391 4.73068
H 1.16619 -4.54873 -7.18802
H 2.35376 -8.61687 -0.47358
H -0.15561 -13.96660 -9.04593
H 0.05195 -12.35517 -7.04902
H 1.96349 -6.27315 8.74732
H 1.46007 -7.99327 8.83020
H -9.03168 -6.54045 -1.87682
H -5.41419 -13.77639 -1.95231
H 8.38435 -10.05942 -1.23425
H -1.78507 -20.15277 -1.55706
H -1.51597 -12.21339 -7.72603
H -6.59298 -14.95259 -1.16443
H 3.98949 -11.86940 5.82404
H 11.54220 -9.55752 -2.78318
H 10.56500 -8.96778 -0.65154
H -1.50459 -15.12667 -9.17376

Its SMILES is C[C@H]1COC(=O)O1.C[C@H]1COC(=O)O1.C[C@H]1COC(=O)O1.C[C@H]1COC(=O)O1.C[C@H]1COC(=O)O1.C[C@H]1COC(=O)O1.C[C@H]1COC(=O)O1.C[C@H]1COC(=O)O1.C[C@H]1COC(=O)O1.C[C@H]1COC(=O)O1.C[C@H]1COC(=O)O1.O=C1OCCO1. Its spin multiplicity is 1. The calculated total energy comes out at -4541.4543 hartree. The calculation puts the largest force on an atom at 0.1275 hartree/bohr. The value obtained for the relative energy (zero: lowest compared OMol25 entry of this formula, charge and spin) is 834.2 kJ/mol. For the LUMO energy, the calculation gives 0.04 eV. As for the HOMO-LUMO gap: 10.47 eV.

Atom charges from the Mulliken analysis, given in e for atoms 1 to 6: -0.290, -0.344, -0.371, -0.283, -0.628, -0.354